Molecular formula: C24H43FeN2P3S2
Method: DFT, ωB97M-V/def2-TZVPD

Values from the calculation:
* charge: +3
* LUMO energy (spin up / spin down): -7.911 / -10.458 eV
* HOMO-LUMO gap (spin up / spin down): 8.16 / 5.77 eV
* 2S+1: 6
* relative energy (zero: lowest compared OMol25 entry of this formula, charge and spin): 0.0 kcal per mole
* F_max: 2.40 eV/Å

Atoms and positions in Å:
Fe1 -0.258 -0.022 0.454
P1 0.920 0.324 -1.588
P2 -0.886 2.115 0.564
P3 -0.120 -2.300 -0.125
H1 -6.201 -1.030 2.096
C1 -5.287 -1.663 2.141
C2 -3.996 -1.019 2.490
H2 -4.029 0.055 2.659
C3 -0.183 0.435 -3.053
C4 1.899 1.879 -1.750
C5 2.223 -0.845 -2.159
C6 -2.037 2.402 1.933
C7 0.549 3.192 1.014
C8 -1.664 2.993 -0.820
C9 -1.393 -3.095 0.914
C10 1.389 -3.245 0.379
C11 -0.473 -3.016 -1.785
H3 -5.430 -2.545 2.790
H4 -3.476 -1.612 3.238
H5 0.415 0.704 -3.935
H6 -0.956 1.196 -2.895
H7 -0.681 -0.523 -3.233
H8 2.560 1.777 -2.625
H9 2.512 2.041 -0.854
H10 1.247 2.750 -1.894
H11 2.842 -0.331 -2.910
H12 1.798 -1.734 -2.632
H13 2.862 -1.162 -1.330
H14 -2.344 3.457 1.901
H15 -1.558 2.185 2.899
H16 -2.923 1.766 1.826
H17 0.988 3.645 0.111
H18 1.328 2.610 1.525
H19 0.187 3.982 1.689
H20 -2.017 3.962 -0.458
H21 -2.524 2.429 -1.191
H22 -0.977 3.154 -1.659
H23 -1.104 -4.143 1.081
H24 -2.368 -3.051 0.418
H25 -1.489 -2.580 1.889
H26 1.183 -4.326 0.328
H27 1.656 -2.988 1.411
H28 2.254 -3.032 -0.260
H29 -0.852 -4.042 -1.688
H30 0.410 -3.060 -2.431
H31 -1.238 -2.419 -2.295
C12 -4.973 -0.414 -0.238
C13 -4.475 -0.348 -1.534
C14 -4.499 0.839 -2.245
C15 -5.014 1.995 -1.648
C16 -5.428 1.958 -0.314
C17 -5.361 0.751 0.412
S1 -4.798 -2.117 0.470
H32 -5.814 -2.678 -0.175
H33 -4.121 -1.267 -2.004
H34 -4.113 0.811 -3.269
H35 -5.083 2.915 -2.210
H36 -5.807 2.893 0.117
H37 -5.691 0.721 1.447
N1 -1.138 -0.533 3.449
C18 0.192 -0.378 3.309
N2 0.806 -0.188 2.132
C19 2.217 -0.117 2.306
C20 3.168 -0.009 1.296
C21 4.525 -0.117 1.636
C22 4.905 -0.267 2.980
C23 3.946 -0.315 3.992
C24 2.605 -0.260 3.651
S2 1.221 -0.381 4.721
H38 -1.480 -0.631 4.397
H39 -1.801 -0.555 2.672
H40 2.834 0.164 0.266
H41 5.274 -0.086 0.850
H42 5.960 -0.345 3.225
H43 4.207 -0.397 5.042

Molecular formula: C8H15BN3OPV
Method: DFT, ωB97M-V/def2-TZVPD

Values from the calculation:
* charge: +3
* LUMO energy: -16.766 eV
* HOMO-LUMO gap: 2.82 eV
* F_max: 5.02 eV/Å

Atoms and positions in Å:
C1 -2.298 0.429 2.332
N1 -2.475 0.885 0.957
C2 -3.112 -0.104 0.079
B1 -1.255 1.557 0.391
O1 -0.923 2.787 0.930
C3 -0.293 1.007 -0.805
C4 -0.961 1.026 -2.171
N2 -1.743 0.800 -2.948
C5 0.360 -0.419 -0.596
C6 0.481 -0.865 0.828
N3 0.582 -1.202 1.903
P1 2.153 -0.260 -1.254
C7 3.155 0.645 0.040
C8 2.935 -1.962 -1.357
H1 -1.361 0.860 2.743
H2 -3.192 0.717 2.952
H3 -2.150 -0.683 2.349
H4 -3.707 0.467 -0.681
H5 -2.409 -0.793 -0.433
H6 -3.873 -0.641 0.685
H7 -0.185 2.621 1.552
H8 0.560 1.728 -0.898
H9 -0.130 -1.186 -1.274
H10 3.748 1.478 -0.402
H11 2.461 1.076 0.795
H12 3.892 -0.031 0.529
H13 4.028 -1.880 -1.539
H14 2.460 -2.579 -2.188
H15 2.727 -2.486 -0.396
V1 0.528 -2.993 -2.124

Molecular formula: C2H6FN2
Method: DFT, ωB97M-V/def2-TZVPD

Values from the calculation:
* charge: +1
* LUMO energy (spin up / spin down): -4.227 / -8.293 eV
* HOMO-LUMO gap (spin up / spin down): 6.70 / 8.45 eV
* 2S+1: 3
* relative energy (zero: lowest compared OMol25 entry of this formula, charge and spin): 50.6 kcal per mole
* F_max: 7.02 eV/Å

Atoms and positions in Å:
C1 0.200 0.175 -0.038
C2 -1.669 -0.478 -0.531
N1 0.909 0.529 -1.066
N2 0.585 -0.010 1.211
F1 -1.622 -0.033 -1.782
H1 -1.461 -1.612 -0.581
H2 -2.187 0.130 0.245
H3 0.269 0.323 -1.895
H4 1.791 1.010 -1.152
H5 -0.035 0.103 2.015
H6 1.422 0.448 1.554

Molecular formula: C5H5NOS
Method: DFT, ωB97M-V/def2-TZVPD

Values from the calculation:
* SMILES: C=Cn1sccc1=O
* charge: 0
* LUMO energy: 0.626 eV
* HOMO-LUMO gap: 9.10 eV
* relative energy (zero: lowest compared OMol25 entry of this formula, charge and spin): 42.4 kcal per mole
* F_max: 4.75 eV/Å

Atoms and positions in Å:
C1 -2.256 0.841 0.454
C2 -1.858 1.579 -0.594
C3 -1.267 -0.142 0.875
C4 2.134 -0.916 -0.579
C5 1.023 -1.141 0.070
N1 -0.153 0.035 0.082
O1 -1.330 -0.979 1.752
S1 -0.267 1.182 -1.130
H1 -3.210 0.913 0.938
H2 -2.392 2.355 -1.109
H3 2.925 -1.646 -0.588
H4 2.307 -0.007 -1.130
H5 0.692 -1.950 0.687

Molecular formula: C3H2HgLiO2
Method: DFT, ωB97M-V/def2-TZVPD

Values from the calculation:
* charge: 0
* LUMO energy (spin up / spin down): -1.280 / -1.294 eV
* HOMO-LUMO gap (spin up / spin down): 4.92 / 6.10 eV
* 2S+1: 2
* relative energy (zero: lowest compared OMol25 entry of this formula, charge and spin): 17.2 kcal per mole
* F_max: 2.92 eV/Å

Atoms and positions in Å:
O1 1.598 -0.002 -0.086
C1 1.439 -1.252 -0.503
O2 -1.785 0.820 0.888
C2 -0.565 0.361 0.922
C3 0.520 0.841 0.269
Hg1 -1.078 -1.433 -1.048
Li1 -2.532 2.344 0.503
H1 -0.471 -0.699 1.235
H2 0.716 1.897 0.073

Molecular formula: C18H51N6O4P3S
Method: DFT, ωB97M-V/def2-TZVPD

Values from the calculation:
* SMILES: CN(C)P(=O)(N(C)C)N(C)C.CN(C)P(=O)(N(C)C)N(C)C.CP(C)COCCOCS
* charge: 0
* LUMO energy: 0.599 eV
* HOMO-LUMO gap: 8.57 eV
* F_max: 3.79 eV/Å

Atoms and positions in Å:
C1 -6.508 -1.314 -1.325
P1 -5.870 -0.512 -2.866
C2 -4.190 -1.241 -3.000
C3 -5.448 1.152 -2.184
O1 -4.812 1.913 -3.197
C4 -5.049 3.305 -3.124
C5 -4.454 3.989 -1.904
O2 -3.080 4.313 -2.022
C6 -2.244 3.214 -2.257
S1 -2.288 1.965 -0.926
H1 -5.854 -2.145 -1.056
H2 -7.507 -1.715 -1.481
H3 -6.492 -0.626 -0.478
H4 -3.665 -1.214 -2.040
H5 -3.604 -0.684 -3.730
H6 -4.297 -2.282 -3.301
H7 -4.773 1.025 -1.326
H8 -6.356 1.644 -1.816
H9 -4.629 3.769 -4.018
H10 -6.131 3.492 -3.134
H11 -4.652 3.423 -0.988
H12 -4.966 4.945 -1.781
H13 -1.231 3.602 -2.321
H14 -2.464 2.714 -3.200
H15 -1.006 1.957 -0.543
O3 -1.602 -2.155 -0.540
P2 -0.291 -2.808 -0.767
N1 -0.223 -2.996 -2.468
C7 -0.385 -4.219 -3.221
C8 -0.553 -1.780 -3.198
N2 -0.409 -4.242 0.161
C9 -0.153 -5.565 -0.369
C10 -1.463 -4.263 1.170
N3 1.329 -2.577 -0.537
C11 2.345 -2.445 -1.574
C12 1.864 -2.602 0.822
H16 0.146 -4.132 -4.174
H17 -1.435 -4.459 -3.438
H18 0.064 -5.068 -2.717
H19 0.230 -1.021 -3.086
H20 -1.494 -1.334 -2.866
H21 -0.640 -2.002 -4.262
H22 -0.933 -5.909 -1.059
H23 -0.104 -6.279 0.457
H24 0.816 -5.609 -0.870
H25 -2.445 -4.523 0.757
H26 -1.556 -3.294 1.652
H27 -1.198 -4.997 1.935
H28 2.638 -3.425 -1.959
H29 3.226 -1.963 -1.146
H30 2.021 -1.825 -2.404
H31 2.346 -3.559 1.040
H32 1.072 -2.449 1.553
H33 2.591 -1.799 0.961
O4 3.967 0.613 1.381
P3 3.857 1.792 2.263
N4 4.797 1.504 3.640
C13 4.332 1.229 4.984
C14 6.123 0.977 3.336
N5 2.168 1.925 2.542
C15 1.563 2.113 3.845
C16 1.331 1.100 1.678
N6 4.155 3.403 2.066
C17 5.097 4.199 2.842
C18 3.348 4.161 1.117
H34 5.098 1.539 5.700
H35 4.116 0.166 5.155
H36 3.451 1.805 5.235
H37 6.756 1.733 2.860
H38 6.084 0.111 2.671
H39 6.617 0.673 4.259
H40 1.623 1.222 4.480
H41 0.506 2.357 3.717
H42 2.012 2.961 4.369
H43 1.265 0.066 2.035
H44 1.726 1.075 0.666
H45 0.326 1.526 1.630
H46 4.668 4.492 3.804
H47 5.341 5.105 2.287
H48 6.034 3.680 3.020
H49 2.577 4.740 1.634
H50 2.853 3.499 0.409
H51 3.976 4.843 0.542

Molecular formula: C21H41Li3O12P
Method: DFT, ωB97M-V/def2-TZVPD

Values from the calculation:
* charge: 0
* LUMO energy (spin up / spin down): -0.024 / -2.938 eV
* HOMO-LUMO gap (spin up / spin down): 9.33 / 6.42 eV
* 2S+1: 2
* F_max: 5.92 eV/Å

Atoms and positions in Å:
Li1 -12.899 -15.463 10.035
Li2 -11.108 -12.853 9.591
Li3 -11.605 -14.348 12.495
P1 -13.270 -13.183 10.889
O1 -14.348 -12.036 10.780
O2 -13.430 -14.508 11.561
O3 -11.959 -12.655 11.473
O4 -12.940 -13.620 9.406
O5 -9.143 -16.551 9.627
C1 -10.002 -15.674 9.969
O6 -9.904 -14.564 9.397
O7 -10.917 -15.820 10.854
H1 -8.632 -15.852 9.213
C2 -5.790 -10.439 10.115
C3 -6.709 -11.330 10.931
C4 -7.942 -11.400 10.004
O8 -7.853 -10.256 9.112
C5 -6.710 -9.442 9.529
H2 -5.175 -10.958 9.380
H3 -5.123 -9.818 10.712
H4 -6.907 -10.925 11.923
H5 -6.227 -12.274 11.187
H6 -8.799 -11.291 10.668
H7 -8.055 -12.343 9.470
H8 -6.989 -8.688 10.265
H9 -6.342 -8.912 8.650
C6 -4.530 -15.126 9.042
C7 -4.682 -16.044 10.207
C8 -5.968 -16.745 9.832
O9 -6.670 -15.769 9.011
C9 -5.822 -14.721 8.525
H10 -4.101 -15.743 8.253
H11 -3.782 -14.358 9.241
H12 -4.669 -15.395 11.082
H13 -3.889 -16.790 10.262
H14 -6.626 -17.057 10.643
H15 -5.733 -17.608 9.208
H16 -6.102 -13.741 8.913
H17 -5.889 -14.732 7.438
C10 -14.605 -18.243 14.213
C11 -14.052 -17.693 13.009
C12 -12.558 -17.853 13.342
O10 -12.479 -17.508 14.739
C13 -13.617 -18.136 15.362
H18 -14.864 -19.301 14.153
H19 -15.528 -17.676 14.336
H20 -14.366 -16.657 12.881
H21 -14.220 -18.185 12.051
H22 -11.951 -17.255 12.663
H23 -12.259 -18.885 13.158
H24 -14.012 -17.605 16.228
H25 -13.230 -19.120 15.626
C14 -9.101 -16.887 4.414
C15 -9.203 -17.115 5.954
C16 -7.704 -17.054 6.417
O11 -6.918 -17.257 5.301
C17 -7.717 -17.567 4.113
H26 -8.985 -15.825 4.194
H27 -9.904 -17.350 3.842
H28 -9.694 -18.080 6.080
H29 -9.772 -16.366 6.504
H30 -7.424 -17.870 7.084
H31 -7.509 -16.077 6.860
H32 -7.966 -18.628 4.105
H33 -7.195 -17.297 3.194
C18 -8.500 -19.646 10.321
C19 -7.813 -20.820 10.812
C20 -7.529 -20.576 12.281
O12 -8.787 -20.045 12.636
C21 -9.150 -19.115 11.584
H34 -9.301 -19.911 9.631
H35 -7.840 -18.932 9.828
H36 -6.928 -21.052 10.219
H37 -8.450 -21.705 10.838
H38 -6.805 -19.772 12.414
H39 -7.267 -21.473 12.842
H40 -8.761 -18.115 11.772
H41 -10.230 -18.968 11.557

Molecular formula: C44H53IrN5SSeTe2
Method: DFT, ωB97M-V/def2-TZVPD

Values from the calculation:
* charge: +1
* LUMO energy (spin up / spin down): -1.603 / -4.004 eV
* HOMO-LUMO gap (spin up / spin down): 7.34 / 5.90 eV
* 2S+1: 5
* relative energy (zero: lowest compared OMol25 entry of this formula, charge and spin): 0.0 kcal per mole
* F_max: 1.44 eV/Å

Atoms and positions in Å:
Ir1 1.286 0.429 0.325
Te1 2.725 -0.263 2.247
C1 1.982 0.459 4.067
C2 1.948 -0.335 5.187
C3 1.586 0.406 6.360
C4 1.348 1.718 6.076
S1 1.600 2.096 4.431
H1 2.170 -1.380 5.146
H2 1.492 -0.001 7.358
H3 1.038 2.472 6.769
C5 3.374 2.057 -3.200
N1 3.713 0.695 -3.594
C6 3.909 0.244 -4.886
C7 4.242 -1.055 -4.806
N2 4.201 -1.390 -3.458
C8 4.609 -2.677 -2.900
C9 3.888 -0.304 -2.732
Se1 3.817 -0.092 -0.912
H4 3.214 2.656 -4.074
H5 4.198 2.464 -2.613
H6 2.499 2.050 -2.559
H7 3.818 0.870 -5.763
H8 4.473 -1.799 -5.559
H9 4.082 -3.479 -3.409
H10 4.380 -2.692 -1.850
H11 5.686 -2.796 -3.047
C10 -0.770 5.650 -0.714
C11 0.315 4.717 -0.340
C12 1.622 4.913 0.040
C13 2.170 3.638 0.287
N3 1.256 2.705 0.084
N4 0.124 3.378 -0.283
C14 3.520 3.308 0.781
H12 -0.426 6.672 -0.648
H13 -1.641 5.555 -0.057
H14 -1.080 5.468 -1.731
H15 2.135 5.878 0.194
H16 -0.679 2.827 -0.509
H17 4.206 4.098 0.534
H18 3.866 2.395 0.320
H19 3.492 3.157 1.860
C15 -4.760 1.105 -3.322
C16 -3.333 1.063 -2.910
C17 -2.330 1.159 -3.874
C18 -0.985 1.114 -3.509
C19 0.127 1.146 -4.537
C20 -0.629 1.000 -2.179
C21 -1.636 0.872 -1.147
C22 -2.975 0.925 -1.588
N5 -1.182 0.706 0.110
C23 -1.942 0.582 1.372
C24 -1.450 1.743 2.270
C25 -2.081 1.632 3.667
C26 -3.629 1.709 3.562
C27 -4.109 0.573 2.674
C28 -3.721 -0.775 3.306
C29 -2.203 -0.849 3.439
C30 -1.677 0.281 4.286
C31 -1.563 -0.764 2.034
C32 -3.485 0.683 1.290
H20 -4.853 0.757 -4.337
H21 -5.153 2.111 -3.242
H22 -5.342 0.458 -2.655
H23 -2.572 1.282 -4.909
H24 -0.183 0.621 -5.443
H25 1.046 0.693 -4.192
H26 0.390 2.181 -4.776
H27 0.402 0.956 -1.883
H28 -3.765 0.823 -0.872
H29 -1.769 2.696 1.816
H30 -0.370 1.726 2.302
H31 -1.700 2.439 4.275
H32 -3.910 2.689 3.124
H33 -4.062 1.689 4.579
H34 -5.193 0.627 2.595
H35 -4.113 -1.573 2.682
H36 -4.222 -0.877 4.284
H37 -1.913 -1.798 3.870
H38 -0.586 0.202 4.384
H39 -2.081 0.188 5.289
H40 -1.955 -1.598 1.433
H41 -0.476 -0.879 2.124
H42 -3.711 1.645 0.812
H43 -3.876 -0.137 0.684
Te2 0.701 -1.853 -1.256
C33 -1.019 -2.889 -0.671
C34 -2.232 -2.641 -1.299
C35 -3.403 -3.240 -0.806
C36 -3.332 -4.099 0.286
C37 -2.098 -4.357 0.895
C38 -0.942 -3.752 0.423
C39 1.945 -3.540 -0.883
C40 1.794 -4.585 -1.801
C41 2.412 -5.784 -1.550
C42 3.198 -5.944 -0.406
C43 3.373 -4.879 0.487
C44 2.710 -3.661 0.248
H44 -2.272 -2.006 -2.174
H45 -4.379 -3.034 -1.273
H46 -4.240 -4.553 0.657
H47 -2.057 -5.059 1.702
H48 -0.006 -3.918 0.911
H49 1.214 -4.427 -2.719
H50 2.303 -6.611 -2.263
H51 3.676 -6.864 -0.160
H52 4.003 -4.982 1.370
H53 2.795 -2.861 0.980